# 1
Computed, not measured: a molecular structure, C49H48Cl2KN7O2SSe in a non-equilibrium geometry, with ωB97M-V/def2-TZVPD.

```
! RIJCOSX wB97M-V def2-TZVPD def2/J DEFGRID3
* xyz -2 1
Se 2.71 1.22 1.67
K -0.26 -1.19 -0.63
Cl -2.77 -3.15 -2.73
Cl -4.53 0.60 -6.01
S 1.39 -3.00 1.27
O -2.70 0.03 -1.21
O -1.15 1.64 -1.11
N -0.25 -4.67 0.24
N -3.94 0.20 2.10
N 0.99 2.68 3.49
N 0.80 3.45 1.41
N -2.27 -0.89 -4.42
N 1.18 -5.65 1.81
N -1.92 -0.70 1.71
C 1.06 -7.86 2.72
C 5.35 -1.75 -2.82
C -0.82 4.13 4.52
C -2.90 -3.14 4.31
C 3.05 -2.37 -3.31
C 0.99 3.52 -0.05
C 4.00 2.08 4.93
C 3.58 -3.58 -3.84
C -1.73 5.71 2.89
C 5.84 -3.03 -3.25
C 1.38 1.82 4.66
C -2.00 -2.56 3.38
C -0.92 -5.82 0.19
C -4.51 -1.32 4.10
C -0.06 2.33 -5.68
C -2.73 0.28 1.42
C -2.10 1.06 -1.67
C -1.78 1.48 -4.19
C -0.26 1.23 -6.55
C -3.78 -0.90 2.98
C 2.58 2.34 5.48
C -0.74 2.39 -4.46
C 4.77 0.95 5.61
C -0.89 5.21 1.79
C 1.68 -2.19 -3.59
C -0.04 3.66 3.51
C -0.07 4.18 2.14
C 1.56 2.58 2.21
C 3.11 5.98 1.14
C -2.49 -1.47 2.69
C -5.54 -3.23 -5.66
C -5.30 -2.00 -6.27
C 0.70 -4.60 1.16
C -2.63 1.66 -3.00
C 2.40 5.67 -0.22
C 0.50 -6.77 1.86
C -3.75 -2.79 -4.12
C 4.97 -3.89 -3.81
C -3.42 -1.51 -4.69
C 3.99 -1.44 -2.78
C -4.41 -1.10 -5.65
C -1.18 0.27 -6.25
C -4.70 -3.64 -4.60
C -1.88 0.28 -5.00
C -0.65 -6.91 1.04
C 0.49 -2.04 -3.84
C -1.66 5.21 4.17
C -4.05 -2.46 4.73
C 2.30 4.15 -0.53
H 2.40 3.44 5.53
H 0.59 3.14 -5.95
H -2.71 2.80 -2.87
H -0.56 3.74 5.55
H 4.60 3.02 5.14
H 2.15 -7.96 2.53
H 5.03 1.22 6.70
H 3.15 3.58 -0.12
H -6.25 -3.88 -6.19
H -1.22 -7.83 1.01
H 0.14 4.05 -0.59
H 6.90 -3.21 -3.22
H -0.55 -1.88 -3.97
H -1.04 -3.04 3.19
H -4.86 -4.61 -4.08
H 1.58 0.83 4.26
H -5.34 -0.74 4.40
H 2.48 1.91 6.48
H -2.30 5.67 4.95
H -4.60 -2.86 5.61
H -3.65 1.33 -3.30
H -0.50 3.19 -3.75
H 3.68 5.14 1.46
H 5.41 -4.87 -4.13
H 3.66 -0.58 -2.21
H 0.55 1.83 5.38
H 3.87 2.04 3.84
H -4.63 0.94 2.13
H 1.04 2.49 -0.38
H 4.27 -0.02 5.71
H 2.37 6.24 1.90
H -5.85 -1.65 -7.17
H 6.15 -1.06 -2.54
H 2.85 -4.29 -4.22
H 2.42 4.02 -1.62
H -2.37 6.61 2.66
H -1.36 -0.52 -6.90
H 0.53 -8.80 2.51
H 5.75 0.86 5.11
H 0.39 1.16 -7.42
H 1.42 6.12 -0.28
H 0.89 -7.64 3.78
H 3.77 6.86 1.06
H 2.96 6.15 -1.03
H -2.47 1.05 0.69
H -1.63 -5.93 -0.62
H -2.67 -4.10 4.77
H -1.01 5.69 0.83
*
```

Properties
HOMO level (eV): -1.68
E_tot (a.u.): -6749.73402
Kohn-Sham gap (eV): 5.3072



# 2
Computed, not measured: a molecular structure, C49H49F6N5S2Y in a non-equilibrium geometry, with ωB97M-V/def2-TZVPD.

```
! RIJCOSX wB97M-V def2-TZVPD def2/J DEFGRID3
* xyz -1 1
Y -0.31 0.45 0.11
S -4.09 2.85 -2.46
S -0.03 2.57 -2.32
F -0.84 1.92 1.48
F 4.14 3.92 0.37
F 5.22 5.27 -1.83
F 1.64 2.83 0.17
F 1.43 4.14 -4.38
F 3.75 5.48 -4.12
N -1.50 -1.50 -0.69
N -0.74 -0.95 2.06
N -2.74 1.37 -0.79
N 1.93 -0.09 1.10
N 1.16 -0.65 -1.66
C -4.98 -2.75 -0.74
C 2.45 -0.28 -1.89
C -3.84 -3.16 4.50
C 4.03 4.64 -1.91
C -0.70 -1.49 -3.05
C -5.35 3.95 1.23
C 3.65 2.14 4.68
C -3.47 2.24 0.01
C 0.60 -0.98 -2.88
C -2.68 -1.86 -0.07
C -1.10 -0.87 4.34
C 1.27 -0.86 -5.37
C 1.49 3.35 -2.14
C 4.10 0.53 1.49
C 3.29 4.73 -3.11
C -2.99 -3.86 -4.10
C -4.51 3.11 1.99
C 5.47 0.99 1.20
C -3.62 -2.25 -1.05
C -5.22 3.94 -0.15
C 2.10 4.06 -3.21
C 2.14 -0.01 2.47
C -0.13 -0.73 3.29
C 3.49 3.95 -0.83
C -4.93 -4.20 -0.24
C 3.96 0.13 -3.96
C 3.48 0.47 2.72
C 1.22 -0.34 3.47
C -3.03 -2.16 -2.29
C 3.12 0.16 0.49
C 3.38 0.09 -0.89
C -3.54 2.28 1.42
C -2.93 -1.80 1.33
C 5.02 -0.94 -3.91
C -0.90 0.77 6.34
C -3.01 1.59 -2.05
C -2.27 -1.29 3.72
C -3.59 -2.54 -3.60
C 2.22 3.39 -0.95
C -1.67 -1.70 -2.04
C -2.02 -1.36 2.30
C 6.50 -0.15 0.92
C 2.71 -0.27 -3.30
C -3.59 -1.64 4.34
C -0.89 -0.68 5.83
C 1.22 -2.35 -5.78
C -4.28 3.14 -0.75
C 4.05 0.80 4.06
C 1.55 -0.70 -3.92
H 5.22 -1.23 -2.89
H -4.35 -4.30 0.68
H -5.36 -2.11 0.08
H 0.05 -1.15 6.11
H 7.47 0.28 0.66
H -4.84 -3.32 4.86
H -6.08 4.60 1.69
H 2.02 -0.35 -5.97
H -5.84 4.62 -0.75
H 3.78 0.02 4.78
H -3.15 -3.63 5.19
H -0.70 0.82 7.42
H -1.04 -1.64 -4.06
H -2.55 1.02 -2.85
H 3.77 0.38 -5.02
H 3.95 2.99 4.04
H 4.36 1.06 -3.49
H 5.48 1.67 0.33
H 4.35 0.40 -1.20
H -3.34 -4.07 -5.11
H -2.82 1.69 1.98
H -4.66 -2.66 -3.52
H 0.33 -0.38 -5.55
H 0.59 -2.93 -5.12
H -4.38 -1.22 3.73
H -3.30 -4.69 -3.47
H -5.93 -4.58 -0.06
H -4.61 3.05 3.07
H 5.15 0.83 3.95
H 5.98 -0.62 -4.33
H 4.13 2.22 5.64
H 6.64 -0.81 1.79
H 5.79 1.58 2.04
H -4.48 -4.86 -1.01
H -0.17 1.39 5.82
H -1.64 -1.21 6.43
H 4.73 -1.85 -4.42
H -3.42 -1.73 -4.32
H -1.92 -3.80 -4.10
H -1.85 1.24 6.16
H 2.57 2.23 4.84
H 2.21 -2.80 -5.75
H 6.18 -0.79 0.09
H -3.78 -3.68 3.54
H 0.82 -2.43 -6.80
H -3.96 -1.96 1.63
H -3.67 -1.16 5.30
H -5.64 -2.64 -1.58
H 1.59 -0.33 4.48
*
```

Properties
HOMO level (eV): -4.16
Relative energy (zero: lowest compared OMol25 entry of this formula, charge and spin) (kJ/mol): 0.0
E_tot (a.u.): -3604.58976
Kohn-Sham gap (eV): 5.6520



# 3
Computed, not measured: 6 unconnected molecules or ions with the total composition C49H50F7N5O16SSi2 in a non-equilibrium geometry, with ωB97M-V/def2-TZVPD.

```
! RIJCOSX wB97M-V def2-TZVPD def2/J DEFGRID3
* xyz 0 1
S -1.88 1.94 -1.76
Si 1.50 -1.38 1.72
Si -6.09 -2.07 1.56
F -0.19 5.79 0.41
F 0.08 4.28 1.96
F -2.55 4.65 -0.24
F -2.19 3.10 1.26
F 0.09 2.36 0.00
F -0.21 3.83 -1.49
F -1.61 5.55 1.96
O -4.96 12.01 -1.24
O 0.35 -4.11 5.00
O 5.36 -4.80 -2.93
O 4.09 -5.32 -1.27
O -2.72 2.85 -2.47
O 1.26 -3.28 6.77
O -0.96 1.33 -2.67
O 4.94 -3.39 -7.12
O -5.55 11.59 0.80
O 0.41 -1.76 0.46
O -3.05 -2.38 0.67
O -5.32 1.86 2.56
O 5.36 -2.79 0.97
O 6.10 -1.02 1.98
O 7.09 -3.30 -7.27
O -4.45 2.44 -0.33
N 0.31 -3.46 6.03
N -5.12 11.26 -0.29
N 6.25 -2.01 1.28
N 4.30 -4.76 -2.33
N 5.99 -2.78 -7.22
C -1.06 -2.07 7.54
C -6.35 -1.40 3.34
C 4.71 -0.67 -7.22
C 3.21 -3.99 -2.93
C 3.40 -3.36 -4.14
C 1.64 -2.96 2.74
C 0.89 -0.03 2.91
C -2.28 -1.51 7.88
C 7.80 -3.40 -0.02
C -3.48 -1.35 0.29
C -2.08 -3.05 5.58
C -3.84 8.11 -1.85
C 5.84 1.44 -7.39
C 8.65 -1.46 1.14
C -0.76 4.89 1.16
C 10.14 -2.86 -0.12
C -4.87 -0.90 0.68
C -4.75 9.84 -0.48
C -0.84 3.04 -0.65
C -5.46 -3.84 1.77
C -4.18 1.30 -0.27
C 7.06 0.79 -7.47
C 4.67 0.71 -7.26
C 1.16 -2.50 -4.02
C -3.40 -1.72 7.08
C -6.48 1.00 0.73
C 3.17 -1.00 0.93
C -6.38 1.55 2.18
C -1.65 3.90 0.35
C -4.56 7.63 0.40
C -3.29 -2.48 5.93
C 9.92 -1.75 0.69
C -1.31 -1.14 -1.08
C 7.60 -2.30 0.79
C -4.93 8.95 0.57
C -0.98 -2.84 6.39
C 0.98 -3.14 -2.80
C -0.06 -0.65 -0.27
C -7.77 -2.22 0.66
C -4.01 7.21 -0.81
C -4.21 9.44 -1.69
C -2.56 -0.48 -0.57
C 7.11 -0.59 -7.43
C 9.08 -3.68 -0.48
C -2.87 0.78 -0.82
C 2.37 -2.61 -4.69
C 5.94 -1.31 -7.29
C 2.00 -3.89 -2.25
C -5.16 0.35 0.39
H -5.40 -4.29 0.77
H -2.00 -3.64 4.68
H -0.08 0.39 2.65
H -0.45 0.08 0.46
H 9.25 -4.54 -1.11
H 8.48 -0.60 1.77
H 0.83 -0.45 3.92
H 7.98 1.36 -7.57
H -7.27 1.68 2.82
H -4.16 -2.64 5.31
H -5.43 -0.86 3.59
H 0.04 -3.05 -2.28
H -1.17 -1.00 -2.16
H -4.69 6.92 1.21
H 0.36 -1.91 -4.45
H -7.35 0.35 0.57
H -0.20 -1.91 8.16
H 3.82 -0.63 1.72
H 3.80 -1.23 -7.12
H 3.71 1.22 -7.19
H 0.68 -0.16 -0.91
H -8.51 -1.85 1.38
H -2.36 -0.91 8.78
H -4.35 -1.28 7.36
H -7.82 -1.57 -0.22
H 11.14 -3.08 -0.47
H 6.98 -4.05 -0.30
H 2.15 -2.75 3.70
H 3.01 -0.24 0.14
H -3.72 6.18 -0.94
H 5.80 2.53 -7.41
H -6.46 -2.25 4.02
H -4.08 10.14 -2.50
H 2.23 -3.74 2.24
H 1.66 0.75 2.94
H -5.35 9.28 1.51
H 4.34 -3.44 -4.67
H -7.98 -3.26 0.40
H -7.17 -0.69 3.39
H -3.42 7.78 -2.79
H -4.46 -3.91 2.21
H 2.52 -2.12 -5.64
H -1.32 -2.22 -0.93
H 0.66 -3.34 3.01
H 10.75 -1.11 0.97
H 8.07 -1.10 -7.49
H 1.85 -4.39 -1.30
H -6.20 -4.41 2.34
H -6.66 1.90 0.11
H 3.54 -1.92 0.50
*
```

Properties
SMILES string: C[Si](C)(C)OCCC1=C(S(=O)(=O)C(F)(F)C(F)(F)C(F)(F)F)C(=O)C(CC=O)=C([Si](C)(C)C)C1=O.O=[N+]([O-])c1ccccc1.O=[N+]([O-])c1ccccc1.O=[N+]([O-])c1ccccc1.O=[N+]([O-])c1ccccc1.O=[N+]([O-])c1ccccc1
HOMO level (eV): -9.58
E_tot (a.u.): -5050.58370
Kohn-Sham gap (eV): 7.7179



Q: What is the formula in the second record?
A: C49H49F6N5S2Y



Q: Which of these has the lowest E_tot?
A: C49H48Cl2KN7O2SSe